[1]
C43H49BCsN11O6S2 | ωB97M-V/def2-TZVPD

Properties
Lowest unoccupied orbital energy ... 1.863 eV
Relative energy (zero: lowest compared OMol25 entry of this formula, charge and spin) ... 3.462 eV
HOMO-LUMO gap ... 2.88 eV
Net charge ... -2

Last column: Löwdin charge in e.
Cartesian coordinates (Å):
Cs (0.467, 1.638, 1.414)  1.0501
N (-2.377, 3.300, 4.603)  0.0327
C (-1.860, 3.415, 3.366)  -0.1866
N (-1.846, 2.251, 2.782)  -0.0284
C (-2.340, 1.411, 3.719)  -0.3465
N (-2.671, 2.022, 4.846)  0.1075
C (-2.483, -0.019, 3.527)  -0.1949
C (-3.237, -0.786, 4.425)  -0.0771
N (-3.326, -2.099, 4.317)  0.0676
C (-2.680, -2.664, 3.302)  -0.1367
C (-1.970, -1.904, 2.380)  -0.1431
N (-1.868, -0.593, 2.497)  0.1356
H (-2.403, 3.980, 5.346)  0.1547
H (-1.554, 4.341, 2.925)  0.1362
H (-3.764, -0.316, 5.246)  0.1083
H (-2.743, -3.744, 3.243)  0.0955
H (-1.462, -2.354, 1.538)  0.0301
S (1.565, -2.184, 2.475)  0.7453
C (1.877, -3.602, 1.636)  -0.6775
N (2.600, -4.610, 2.245)  -0.1196
C (2.632, -5.893, 1.599)  -0.1239
C (2.959, -5.659, 0.126)  -0.1206
N (1.940, -4.823, -0.444)  -0.1157
C (1.430, -5.150, -1.755)  -0.1469
C (0.472, -6.306, -1.648)  -0.2025
C (-0.765, -6.116, -1.037)  -0.0309
C (-1.620, -7.181, -0.833)  -0.0735
C (-1.252, -8.458, -1.231)  -0.0983
C (-0.025, -8.656, -1.841)  -0.0974
C (0.832, -7.588, -2.046)  -0.0584
C (1.435, -3.781, 0.295)  -0.6690
S (0.307, -2.749, -0.392)  0.7752
C (2.966, -4.545, 3.639)  -0.1580
C (1.990, -5.236, 4.553)  -0.2056
C (0.673, -4.793, 4.616)  -0.0308
C (-0.223, -5.390, 5.480)  -0.0688
C (0.182, -6.439, 6.289)  -0.0961
C (1.488, -6.892, 6.226)  -0.0970
C (2.386, -6.294, 5.359)  -0.0537
H (1.664, -6.417, 1.676)  0.1434
H (3.398, -6.512, 2.075)  0.1303
H (2.998, -6.611, -0.409)  0.1229
H (3.940, -5.163, 0.047)  0.1413
H (2.272, -5.391, -2.412)  0.1331
H (0.920, -4.253, -2.123)  0.0703
H (-1.050, -5.122, -0.731)  0.0806
H (-2.571, -7.021, -0.344)  0.1052
H (-1.919, -9.294, -1.071)  0.0976
H (0.281, -9.651, -2.139)  0.0972
H (1.786, -7.753, -2.531)  0.1066
H (3.001, -3.480, 3.899)  0.0741
H (3.967, -4.979, 3.755)  0.1276
H (0.371, -3.960, 4.001)  0.0637
H (-1.237, -5.022, 5.534)  0.1030
H (-0.520, -6.904, 6.967)  0.0979
H (1.811, -7.708, 6.860)  0.0966
H (3.411, -6.640, 5.318)  0.1048
N (0.191, 1.008, 6.234)  0.0282
H (0.372, 1.869, 5.717)  -0.0267
H (-0.815, 0.869, 6.193)  -0.0226
H (0.605, 0.263, 5.682)  -0.0053
C (1.876, 0.152, -2.539)  -0.0810
C (3.350, 0.185, -2.645)  -0.5233
C (3.867, 0.853, -3.908)  -0.0284
O (4.108, -0.238, -1.794)  0.0237
H (1.400, -0.065, -3.489)  0.0862
H (1.523, 1.191, -2.259)  -0.0087
H (1.545, -0.544, -1.773)  0.0302
H (3.205, 1.664, -4.197)  0.0725
H (3.895, 0.121, -4.714)  0.0753
H (4.876, 1.223, -3.739)  0.0711
C (2.549, 4.575, 4.619)  -0.0223
C (1.503, 3.686, 3.894)  -0.7703
O (0.418, 3.532, 4.489)  -0.0964
O (1.817, 3.209, 2.794)  -0.3733
H (2.174, 5.595, 4.666)  0.0614
H (3.498, 4.551, 4.094)  0.0583
H (2.670, 4.207, 5.634)  0.0602
C (0.549, 8.397, -6.521)  -0.0551
C (-0.707, 7.746, -5.923)  -0.5631
C (-1.412, 6.946, -7.022)  -0.0734
C (-1.677, 8.840, -5.456)  -0.0604
C (-0.283, 6.873, -4.748)  -0.1972
C (0.171, 7.478, -3.575)  -0.0654
C (0.596, 6.759, -2.468)  0.0047
C (0.577, 5.384, -2.562)  -0.2422
O (0.955, 4.442, -1.675)  0.0843
B (0.756, 3.194, -2.286)  -0.3902
O (0.259, 3.421, -3.584)  0.0916
C (0.141, 4.759, -3.738)  -0.2202
C (-0.296, 5.481, -4.830)  0.0562
H (0.286, 9.019, -7.375)  0.0729
H (1.248, 7.633, -6.852)  0.0849
H (1.050, 9.018, -5.783)  0.0744
H (-1.760, 7.625, -7.799)  0.0749
H (-2.272, 6.419, -6.618)  0.0908
H (-0.738, 6.228, -7.482)  0.0773
H (-2.031, 9.417, -6.310)  0.0732
H (-1.203, 9.529, -4.764)  0.0656
H (-2.535, 8.394, -4.961)  0.0916
H (0.199, 8.556, -3.509)  0.0929
H (0.926, 7.255, -1.568)  0.1103
H (-0.639, 4.953, -5.705)  0.1112
N (-2.843, 1.231, -2.205)  0.1481
C (-3.903, 1.650, -1.419)  -0.5621
O (-3.704, 2.039, -0.272)  -0.0083
C (-5.183, 1.633, -2.081)  -0.2543
C (-5.306, 1.182, -3.382)  -0.3143
N (-5.410, 0.781, -4.466)  0.0735
C (-6.344, 2.052, -1.453)  -0.2861
N (-7.348, 2.382, -0.980)  0.0749
H (-3.031, 0.673, -3.022)  0.0700
H (-1.975, 1.049, -1.723)  0.0829

=====

[2]
C43H49BF3IN5O8PS | ωB97M-V/def2-TZVPD

Properties
Lowest unoccupied orbital energy ... -1.233 eV
HOMO-LUMO gap ... 7.99 eV
SMILES string ... CCOB(O)[C@@]1(Cc2ccccc2)C[C@@](CC(=O)I)(C[C@@H](O)C(F)(F)F)[C@@H]([PH2]=O)OS1(=O)=O.c1ccncc1.c1ccncc1.c1ccncc1.c1ccncc1.c1ccncc1

Last column: Löwdin charge in e.
Cartesian coordinates (Å):
C (-1.821, 2.841, -2.871)  -0.0981
C (-0.252, 2.811, -2.397)  -0.2266
O (0.120, 3.829, -1.401)  -0.0617
B (0.046, 3.142, -0.071)  -0.4274
O (-1.328, 2.661, 0.304)  0.0328
C (1.380, 2.935, 0.925)  -0.2743
C (1.753, 4.489, 1.424)  -0.1370
C (0.455, 5.338, 1.945)  -0.1191
C (-0.501, 4.995, 3.231)  -0.0209
C (-1.747, 5.971, 3.665)  -0.0521
C (-2.057, 7.355, 2.809)  -0.0614
C (-1.142, 7.753, 1.488)  -0.0611
C (0.085, 6.732, 1.101)  -0.0072
C (1.022, 2.107, 2.290)  -0.0915
C (1.712, 0.601, 2.386)  -0.3149
C (1.871, 0.334, 4.033)  -0.1620
C (0.524, 0.710, 4.885)  -0.6520
O (-0.654, 0.083, 4.842)  -0.1139
I (0.639, 2.414, 6.318)  0.7888
C (0.744, -0.613, 1.857)  -0.0485
C (0.532, -0.694, 0.238)  -0.1567
O (1.444, -1.784, -0.245)  -0.1035
C (-0.994, -1.209, -0.212)  -0.1424
F (-0.896, -1.401, -1.707)  -0.0219
F (-2.060, -0.233, 0.110)  0.0336
F (-1.273, -2.594, 0.325)  0.0115
C (3.259, 0.547, 1.815)  -0.3914
P (4.238, -1.017, 2.316)  0.8366
O (3.669, -2.376, 1.744)  -0.4646
O (3.392, 0.749, 0.368)  -0.2769
S (2.906, 2.339, 0.006)  0.8724
O (2.830, 2.462, -1.534)  -0.2991
O (4.102, 3.269, 0.451)  -0.3568
H (-2.583, 2.598, -1.985)  0.0905
H (-1.954, 1.930, -3.632)  0.0922
H (-2.144, 3.799, -3.463)  0.0539
H (0.065, 1.731, -2.010)  0.1171
H (0.411, 2.990, -3.371)  0.1500
H (-1.945, 3.437, 0.448)  0.1331
H (2.602, 4.447, 2.231)  0.1373
H (2.205, 5.063, 0.484)  0.1442
H (-0.263, 4.028, 3.867)  0.0187
H (-2.446, 5.781, 4.599)  0.0902
H (-2.914, 8.112, 3.092)  0.0835
H (-1.293, 8.732, 0.843)  0.0887
H (0.757, 7.042, 0.173)  0.1027
H (1.510, 2.720, 3.190)  0.1083
H (-0.143, 2.084, 2.552)  0.1534
H (2.834, 0.883, 4.428)  0.1214
H (2.061, -0.831, 4.208)  0.1126
H (-0.348, -0.580, 2.337)  0.1495
H (1.212, -1.629, 2.203)  0.1216
H (0.872, 0.266, -0.359)  0.1495
H (2.136, -1.381, -0.879)  0.1433
H (3.821, 1.466, 2.330)  0.1525
H (5.625, -0.783, 1.892)  0.0438
H (4.299, -1.013, 3.782)  0.0321
C (-4.998, 7.811, -2.995)  -0.0798
C (-3.678, 8.017, -2.609)  -0.0781
C (-2.807, 6.939, -2.649)  -0.1381
N (-3.168, 5.696, -3.039)  0.0449
C (-4.456, 5.527, -3.407)  -0.1407
C (-5.399, 6.543, -3.403)  -0.0740
H (-5.709, 8.632, -2.978)  0.1051
H (-3.334, 8.992, -2.284)  0.0990
H (-1.766, 7.049, -2.360)  0.1020
H (-4.721, 4.519, -3.714)  0.1059
H (-6.420, 6.351, -3.711)  0.1023
C (2.779, -5.413, 1.478)  -0.0864
C (2.198, -4.983, 0.289)  -0.0683
C (2.132, -5.876, -0.769)  -0.1517
N (2.602, -7.142, -0.714)  0.0498
C (3.162, -7.530, 0.452)  -0.1605
C (3.270, -6.711, 1.565)  -0.0810
H (2.847, -4.742, 2.329)  0.0778
H (1.807, -3.978, 0.188)  0.0739
H (1.686, -5.590, -1.716)  0.0992
H (3.534, -8.550, 0.470)  0.0979
H (3.728, -7.077, 2.478)  0.0965
C (-1.738, -5.122, -1.802)  -0.0708
C (-2.226, -6.394, -2.085)  -0.0720
C (-3.183, -6.523, -3.079)  -0.1551
N (-3.673, -5.484, -3.789)  0.0509
C (-3.182, -4.262, -3.492)  -0.1663
C (-2.222, -4.032, -2.519)  -0.0625
H (-0.987, -4.982, -1.031)  0.0931
H (-1.870, -7.263, -1.544)  0.1021
H (-3.593, -7.495, -3.338)  0.0990
H (-3.593, -3.443, -4.075)  0.0938
H (-1.861, -3.029, -2.323)  0.0729
C (1.138, -3.568, 5.161)  -0.0752
C (0.812, -2.633, 6.138)  -0.0789
C (1.101, -2.937, 7.458)  -0.1424
N (1.679, -4.092, 7.854)  0.0549
C (1.983, -4.981, 6.883)  -0.1471
C (1.736, -4.766, 5.537)  -0.0708
H (0.928, -3.364, 4.115)  0.0982
H (0.344, -1.690, 5.877)  0.0643
H (0.868, -2.239, 8.257)  0.1033
H (2.445, -5.902, 7.228)  0.1027
H (2.003, -5.514, 4.800)  0.0952
C (-0.278, -4.242, -7.456)  -0.0781
C (-1.285, -3.898, -6.560)  -0.0708
C (-1.625, -2.561, -6.438)  -0.1505
N (-1.033, -1.568, -7.137)  0.0507
C (-0.058, -1.932, -7.997)  -0.1580
C (0.350, -3.242, -8.191)  -0.0825
H (0.015, -5.280, -7.580)  0.1050
H (-1.793, -4.654, -5.971)  0.0895
H (-2.407, -2.242, -5.754)  0.0887
H (0.404, -1.115, -8.545)  0.0990
H (1.138, -3.477, -8.898)  0.0990

=====

| no. | E_tot (eV) |
| --- | --- |
| 1 | -96960.197 |
| 2 | -106253.702 |